1.
Entry from the OMol25 dataset: the ion C4H2ClO2 with charge -1 at a distorted geometry (ωB97M-V/def2-TZVPD).

Properties
* DFT total energy: -20798.0596 eV
* highest occupied orbital energy: -3.85 eV
* molar mass: 117.511 g/mol
* largest force on an atom: 3.822 eV Å⁻¹
* E_LUMO: 0.1387 Eh
* net charge: -1
* energy above the lowest of the compared OMol25 structures with the same formula, charge and spin: 0.514 eV

Each line ends with the Mulliken charge.
Element x y z (Å)
C -1.510 1.825 0.497  -0.1232
C -0.974 1.520 -0.762  0.3922
C -0.840 0.885 1.322  0.4147
C -0.238 0.229 0.070  -0.2550
O -0.863 1.826 -1.930  -0.6792
O -0.638 0.532 2.474  -0.7039
Cl -2.425 3.167 0.984  -0.3051
H -0.613 -0.855 -0.244  0.1237
H 0.928 0.220 0.196  0.1358

***

2.
Entry from the OMol25 dataset: a structure of composition C5H8Ag2BBr4F4O3 at a distorted geometry (ωB97M-V/def2-TZVPD).

Properties
* DFT total energy: -311179.8765 eV
* highest occupied orbital energy: -4.02 eV
* molar mass: 738.272 g/mol
* largest force on an atom: 1.494 eV Å⁻¹
* E_LUMO: 0.0655 Eh
* net charge: -1
* energy above the lowest of the compared OMol25 structures with the same formula, charge and spin: 0.000 eV

Each line ends with the Mulliken charge.
Element x y z (Å)
Ag 1.018 -2.003 0.377  0.6792
Ag -1.187 -2.134 3.283  0.5484
C -0.794 -4.121 1.335  0.9931
O -0.715 -4.781 0.261  -0.7225
O -1.921 -3.928 1.960  -0.7811
O 0.297 -3.575 1.872  -1.0060
B -0.520 0.241 1.760  0.7365
F -0.347 1.180 0.738  -0.3538
F -0.854 -1.023 1.147  -0.3212
F 0.667 0.014 2.490  -0.3772
F -1.539 0.606 2.647  -0.3512
Br 3.197 1.166 -3.041  -0.1807
C 2.881 1.128 -1.094  -0.2348
C 4.038 0.372 -0.505  -0.6550
Br 3.699 0.157 1.424  -0.1485
H 1.927 0.641 -0.923  0.0440
H 2.851 2.167 -0.790  0.3654
H 5.005 0.854 -0.568  0.3817
H 4.118 -0.621 -0.938  0.3869
Br -4.383 2.584 -0.072  -0.1735
C -2.855 2.429 -1.283  -0.5545
C -2.561 0.977 -1.529  -0.1914
Br -1.289 0.816 -3.007  -0.1856
H -2.042 2.958 -0.797  0.3088
H -3.126 2.956 -2.192  0.4178
H -3.447 0.461 -1.880  0.4250
H -2.118 0.479 -0.675  -0.0499

***

3.
Entry from the OMol25 dataset: a cluster of 5 separate species, C17H23NO20S5 in total at a distorted geometry (ωB97M-V/def2-TZVPD).

Properties
* DFT total energy: -114613.0411 eV
* highest occupied orbital energy: -10.55 eV
* molar mass: 721.693 g/mol
* largest force on an atom: 1.098 eV Å⁻¹
* E_LUMO: -0.0302 Eh
* net charge: 0

Each line ends with the Mulliken charge.
Element x y z (Å)
O 1.843 -2.439 2.322  -0.5242
C 1.361 -1.415 1.931  -0.1708
C 2.014 -0.098 1.711  0.4832
C 3.112 0.482 2.315  -0.6700
C 3.456 1.758 1.906  -0.6767
C 2.725 2.420 0.905  -0.5710
C 1.650 1.816 0.275  -0.9096
C 1.304 0.551 0.702  1.1377
C 0.220 -0.375 0.271  -0.0677
O -0.284 -0.506 -0.798  -0.4541
N -0.010 -1.299 1.425  0.0523
C -0.901 -0.749 2.437  -0.6596
S -2.331 0.059 1.729  0.9838
O -1.969 1.415 1.417  -0.6140
O -2.911 -0.787 0.732  -0.4671
H 3.668 -0.043 3.081  0.5065
H 4.294 2.263 2.367  0.4232
H 2.995 3.426 0.608  0.6032
H 1.086 2.321 -0.498  0.6044
H -1.307 -1.557 3.052  0.4429
H -0.428 -0.010 3.096  0.3686
H -3.151 0.089 2.806  0.1556
C 4.852 -4.998 2.893  -0.3359
C 4.945 -3.493 2.751  0.0572
O 5.913 -3.117 3.745  -0.3086
S 7.018 -4.260 3.894  1.1071
O 8.157 -3.934 3.114  -0.5499
O 7.142 -4.578 5.270  -0.5330
O 6.207 -5.408 3.138  -0.3147
H 4.238 -5.285 3.748  0.3260
H 4.485 -5.488 1.996  0.3112
H 4.004 -2.992 2.948  0.0297
H 5.322 -3.204 1.767  0.2210
C -3.767 0.581 -2.607  0.1500
C -2.963 -0.701 -2.627  -0.2393
O -3.627 -1.493 -3.636  -0.3433
S -4.186 -0.550 -4.788  1.0909
O -3.279 -0.521 -5.880  -0.5546
O -5.554 -0.873 -5.001  -0.5491
O -4.070 0.825 -3.999  -0.3711
H -4.697 0.454 -2.055  0.0676
H -3.206 1.421 -2.209  0.2952
H -2.989 -1.228 -1.678  0.2276
H -1.929 -0.538 -2.931  0.3092
C 5.150 3.065 -3.168  -0.3188
C 5.589 4.141 -2.194  -0.2467
O 4.686 5.226 -2.451  -0.3140
S 3.251 4.657 -2.863  1.1260
O 2.408 4.630 -1.721  -0.5068
O 2.845 5.283 -4.065  -0.5605
O 3.718 3.159 -3.163  -0.2960
H 5.510 3.261 -4.179  0.2833
H 5.443 2.066 -2.859  0.3085
H 6.607 4.479 -2.361  0.3116
H 5.470 3.820 -1.158  0.2164
C -8.870 -0.905 -0.543  -0.3149
C -8.871 0.609 -0.480  -0.3357
O -7.916 0.908 0.555  -0.3249
S -6.748 -0.175 0.540  1.0784
O -5.627 0.320 -0.178  -0.4601
O -6.579 -0.670 1.858  -0.6054
O -7.490 -1.257 -0.359  -0.2905
H -9.454 -1.346 0.266  0.2774
H -9.211 -1.292 -1.499  0.3125
H -9.835 1.026 -0.205  0.3076
H -8.526 1.054 -1.415  0.2825

***

4.
Entry from the OMol25 dataset: a cluster of 13 separate species, C42H100Cl10O16 in total at a distorted geometry (ωB97M-V/def2-TZVPD).

Properties
* DFT total energy: -203148.7243 eV
* highest occupied orbital energy: -9.12 eV
* molar mass: 1215.776 g/mol
* largest force on an atom: 3.490 eV Å⁻¹
* E_LUMO: 0.0128 Eh
* net charge: 0

Each line ends with the Mulliken charge.
Element x y z (Å)
C -5.419 3.568 -2.561  -0.5964
O -4.441 3.050 -3.422  -0.4011
C -4.293 1.632 -3.490  0.0872
C -3.115 1.286 -4.531  0.0342
O -3.577 1.574 -5.800  -0.3971
C -3.082 0.764 -6.811  -0.6582
H -5.319 4.653 -2.540  0.2719
H -5.273 3.181 -1.552  0.1204
H -6.441 3.354 -2.875  0.2913
H -5.214 1.220 -3.902  0.1892
H -4.114 1.199 -2.506  0.0247
H -2.754 0.283 -4.305  -0.0890
H -2.324 1.970 -4.225  0.2788
H -3.262 1.125 -7.823  0.3574
H -3.425 -0.270 -6.784  0.2551
H -2.007 0.685 -6.647  0.2097
C 2.107 -0.285 -2.382  -0.3078
O 2.373 -1.583 -1.801  0.0992
C 2.046 -2.712 -2.668  -0.0722
C 2.749 -3.947 -2.162  -0.8983
O 4.154 -3.874 -2.422  -0.3531
C 4.870 -5.079 -2.337  -0.7577
H 2.360 0.590 -1.784  -0.1855
H 1.050 -0.223 -2.642  -0.0965
H 2.661 -0.090 -3.300  0.5884
H 2.494 -2.444 -3.625  0.2612
H 0.965 -2.852 -2.699  0.1268
H 2.485 -4.920 -2.576  0.6565
H 2.551 -3.995 -1.091  0.1565
H 5.788 -5.009 -2.921  0.2686
H 4.295 -5.902 -2.762  0.3209
H 5.236 -5.274 -1.329  0.2677
C -7.039 -0.964 -3.152  -0.8822
O -5.749 -1.264 -2.763  -0.1005
C -4.972 -1.972 -3.732  -0.7647
C -3.634 -2.366 -3.158  0.2662
O -3.801 -3.299 -2.120  -0.4562
C -2.620 -3.796 -1.554  -0.5413
H -7.437 -0.347 -2.346  0.2165
H -7.672 -1.844 -3.258  0.2675
H -7.061 -0.388 -4.078  0.3492
H -4.872 -1.411 -4.661  0.2984
H -5.511 -2.904 -3.899  0.4879
H -3.100 -1.487 -2.797  -0.3268
H -2.987 -2.863 -3.880  0.5168
H -1.796 -3.083 -1.535  0.0318
H -2.197 -4.643 -2.093  0.4397
H -2.781 -4.163 -0.540  0.1628
C 2.119 -0.485 8.953  -0.8977
O 1.660 -0.605 7.562  -0.1333
C 1.051 -1.810 7.300  -0.9045
C 0.865 -1.944 5.791  0.6603
O 2.175 -1.984 5.157  -0.4805
C 2.007 -1.725 3.785  0.1056
H 2.696 0.412 9.178  0.2234
H 2.714 -1.345 9.260  0.3372
H 1.217 -0.596 9.555  0.3520
H 0.121 -1.867 7.866  0.4106
H 1.704 -2.642 7.560  0.3783
H 0.208 -1.176 5.381  -0.4896
H 0.399 -2.907 5.585  0.3308
H 2.824 -1.120 3.392  -0.2084
H 1.161 -1.059 3.618  0.1049
H 1.937 -2.715 3.334  0.2363
C 2.658 1.544 4.933  -0.3014
O 3.321 2.636 5.594  -0.4208
C 2.773 3.899 5.192  0.1147
C 3.582 5.157 5.672  -0.6215
O 3.947 5.166 7.018  -0.3934
C 2.899 5.063 7.920  -0.5966
H 2.605 1.617 3.847  0.1463
H 1.669 1.338 5.341  0.1588
H 3.264 0.659 5.131  0.2782
H 1.832 4.007 5.733  -0.1218
H 2.565 3.960 4.124  0.3010
H 2.948 6.025 5.495  0.3612
H 4.493 5.225 5.078  0.3500
H 2.712 3.999 8.065  0.1589
H 1.983 5.551 7.587  0.2762
H 3.111 5.542 8.876  0.2736
C 6.803 2.553 -0.649  -0.7334
O 5.765 2.928 -1.520  -0.4076
C 4.515 2.358 -1.123  -0.2374
C 3.333 3.190 -1.769  -0.1099
O 3.078 2.656 -3.086  -0.3594
C 1.925 3.065 -3.739  -0.5753
H 7.714 2.926 -1.117  0.3254
H 7.080 1.503 -0.556  0.2265
H 6.707 3.054 0.314  0.3195
H 4.318 2.410 -0.052  0.3775
H 4.481 1.328 -1.478  0.1410
H 3.617 4.242 -1.738  0.5227
H 2.434 3.117 -1.157  -0.2003
H 1.048 2.904 -3.112  0.1208
H 1.794 2.523 -4.675  0.2218
H 1.912 4.120 -4.014  0.3636
C 0.381 -1.010 -5.269  -0.5129
O 0.025 -1.294 -6.646  -0.1468
C 1.045 -1.888 -7.396  -0.4449
C 0.704 -2.261 -8.860  -0.8037
O 0.625 -1.187 -9.846  -0.4063
C -0.344 -0.259 -9.526  -0.5572
H 0.494 -1.911 -4.667  0.2895
H -0.387 -0.351 -4.864  -0.1178
H 1.254 -0.358 -5.239  0.4486
H 1.303 -2.852 -6.958  0.3313
H 1.943 -1.285 -7.531  0.3714
H -0.123 -2.972 -8.871  0.3765
H 1.549 -2.865 -9.190  0.3860
H 0.147 0.538 -8.967  0.2315
H -1.197 -0.621 -8.951  0.1812
H -0.731 0.020 -10.506  0.3465
C -0.016 -4.714 1.944  -0.9243
O -0.585 -4.016 3.051  0.0037
C -1.979 -4.308 3.121  -0.4728
C -2.599 -3.380 4.124  -0.1486
O -2.170 -3.719 5.433  -0.4060
C -2.565 -2.737 6.333  -0.5656
H 1.054 -4.831 2.117  0.2550
H -0.025 -4.071 1.064  0.1992
H -0.394 -5.711 1.721  0.4143
H -2.060 -5.358 3.404  0.4736
H -2.430 -4.067 2.159  0.0444
H -3.682 -3.340 4.008  0.5310
H -2.252 -2.447 3.681  -0.0889
H -3.635 -2.530 6.353  0.3380
H -2.043 -1.802 6.133  0.0972
H -2.303 -3.175 7.297  0.2580
Cl 3.966 -0.207 1.372  -0.1532
C 4.726 -1.526 0.425  -0.1738
C 5.897 -2.084 1.252  -0.5314
Cl 5.298 -2.656 2.820  -0.1428
H 5.070 -1.126 -0.529  0.3960
H 3.935 -2.270 0.326  -0.1653
H 6.737 -1.390 1.290  0.3507
H 6.329 -2.963 0.774  0.3715
Cl -6.405 0.983 0.211  -0.2497
C -4.825 0.223 0.783  0.3236
C -4.863 -0.099 2.265  0.1368
Cl -6.225 -1.171 2.819  -0.2066
H -4.106 0.989 0.492  -0.1908
H -4.732 -0.703 0.216  0.0386
H -4.735 0.780 2.897  0.3298
H -3.910 -0.574 2.500  -0.2208
Cl 0.037 3.292 2.728  0.0117
C -0.979 3.695 4.131  -0.5048
C -2.098 2.630 4.170  -0.5757
Cl -1.317 0.995 4.265  -0.0492
H -1.453 4.675 4.082  0.4015
H -0.290 3.702 4.975  0.1913
H -2.724 2.697 3.281  0.0390
H -2.784 2.691 5.015  0.4698
Cl -3.203 3.996 0.342  -0.1001
C -2.773 5.415 -0.676  -0.6443
C -1.507 5.068 -1.533  -0.3102
Cl -0.051 4.526 -0.539  -0.0758
H -2.535 6.189 0.053  0.4031
H -3.671 5.614 -1.262  0.2711
H -1.329 6.015 -2.042  0.4539
H -1.727 4.372 -2.342  0.0035
Cl -1.055 -1.401 1.183  0.3602
C 0.220 -0.429 0.480  0.2760
C -0.292 0.927 -0.107  0.2989
Cl -1.460 0.601 -1.371  0.4292
H 0.524 -1.013 -0.388  -0.4524
H 0.965 -0.313 1.267  -0.1563
H 0.424 1.586 -0.597  -1.0121
H -0.724 1.454 0.743  0.3756